1.
C10H7AsCrN3S5Se3Te as an isolated structure, computed with ωB97M-V/def2-TZVPD.

Geometry as XYZ:
```
31
C10H7AsCrN3S5Se3Te, DFT ωB97M-V/def2-TZVPD
Cr 0.18 0.36 -0.13
S 2.47 -2.29 2.64
As 2.21 -0.23 2.13
S 0.08 0.34 2.24
S 2.43 0.06 -0.06
S 3.47 1.04 3.24
Se 0.03 -0.13 -2.55
Se 0.67 1.79 -3.72
Te -0.61 3.48 -2.37
Se 0.12 2.67 -0.07
N -3.70 -1.38 0.03
C -4.28 -0.13 0.00
C -5.60 0.28 0.01
C -5.83 1.65 0.00
C -4.77 2.56 -0.03
C -3.45 2.14 -0.05
C -3.20 0.77 -0.05
N -2.01 0.06 -0.06
C -2.35 -1.20 0.01
C -1.35 -2.24 0.05
C -1.49 -3.59 0.15
S 0.06 -4.31 0.15
C 0.79 -2.76 0.02
N -0.06 -1.79 -0.02
H -4.17 -2.27 0.08
H -6.42 -0.43 0.05
H -6.85 2.01 0.01
H -4.98 3.62 -0.04
H -2.63 2.84 -0.06
H -2.40 -4.17 0.21
H 1.86 -2.64 -0.01
```

The gap between HOMO and LUMO (alpha / beta) is 4.955 / 4.901 eV. The lowest unoccupied orbital energy (alpha / beta) comes out at 3.770 / 3.770 eV. The value obtained for the electronic energy is -13293.27087 Eh. The energy above the lowest of the compared OMol25 structures with the same formula, charge and spin comes out at 0.185 eV. The multiplicity is 2. Its net charge is -2. The strongest force on any atom comes out at 0.7 eV/Å.

***

2.
C10H7Cl4KNO2SSi as an isolated structure at a distorted geometry, computed with ωB97M-V/def2-TZVPD.

Geometry as XYZ:
```
27
C10H7Cl4KNO2SSi, DFT ωB97M-V/def2-TZVPD
K 8.58 10.02 8.42
Cl 4.35 4.60 12.66
C 5.23 5.97 12.04
C 6.01 6.71 12.99
C 6.93 7.61 12.43
C 7.15 7.86 11.01
O 8.04 8.64 10.64
C 6.13 7.10 10.13
C 6.10 7.43 8.72
O 6.90 8.19 8.16
C 5.29 6.18 10.68
H 5.96 6.60 14.03
H 7.48 8.29 13.08
H 5.29 6.92 8.13
H 4.65 5.60 10.07
S 4.13 13.13 7.47
C 5.47 14.11 6.96
C 6.66 13.43 7.11
N 6.54 12.18 7.66
C 5.27 11.83 7.82
H 5.39 15.21 6.79
H 7.65 13.76 6.87
H 4.93 10.80 8.19
Cl 9.20 9.09 5.15
Si 10.74 10.56 4.89
Cl 10.27 12.29 6.00
Cl 12.14 9.86 6.19
```

The gap between HOMO and LUMO is 5.894 eV. The lowest unoccupied orbital energy comes out at 2.040 eV. The value obtained for the electronic energy is -3719.13116 Eh. The energy above the lowest of the compared OMol25 structures with the same formula, charge and spin comes out at 0.000 eV. Its net charge is -1. The strongest force on any atom comes out at 4.0 eV/Å.

***

3.
C10H7Cl5O3Zn as an isolated structure, computed with ωB97M-V/def2-TZVPD.

Geometry as XYZ:
```
26
C10H7Cl5O3Zn, DFT ωB97M-V/def2-TZVPD
Zn 1.38 -0.54 -0.61
C -0.06 -1.57 2.54
C 0.70 -0.30 2.21
C 0.56 0.77 3.28
O 0.15 0.23 0.96
C 2.19 -0.68 2.00
O 2.92 -0.80 2.95
O 2.55 -0.90 0.76
H -1.12 -1.38 2.68
H 0.36 -2.02 3.45
H 0.05 -2.30 1.73
H -0.50 0.99 3.45
H 1.09 1.68 3.00
H 1.02 0.40 4.20
H -0.15 1.13 1.11
Cl -0.72 -2.68 -2.41
C -0.75 -0.99 -2.73
C 0.20 -0.20 -2.13
C 0.13 1.16 -2.34
Cl 1.33 2.09 -1.51
C -0.85 1.76 -3.12
Cl -0.94 3.47 -3.28
C -1.80 0.94 -3.72
Cl -3.05 1.63 -4.67
C -1.75 -0.44 -3.54
Cl -2.93 -1.45 -4.27
```

The gap between HOMO and LUMO is 9.667 eV. The lowest unoccupied orbital energy comes out at 0.162 eV. The value obtained for the electronic energy is -4691.32094 Eh. The strongest force on any atom comes out at 0.7 eV/Å.

***

4.
C10H7IrN2O5 as an isolated structure at a distorted geometry, computed with ωB97M-V/def2-TZVPD.

Geometry as XYZ:
```
25
C10H7IrN2O5, DFT ωB97M-V/def2-TZVPD
O -1.23 -3.94 -0.66
C -0.55 -3.80 -1.62
Ir 1.01 0.05 -1.93
O 2.28 -2.36 -0.44
C 1.77 -1.45 -0.94
C 2.53 1.20 -1.51
O 3.51 1.71 -1.18
C -0.13 1.51 -2.68
O -0.85 2.34 -3.05
C 1.50 -0.85 -3.55
O 1.88 -1.44 -4.47
H 0.33 -3.45 -2.23
N -1.72 1.30 3.71
C -1.21 0.97 2.50
C -0.86 -0.36 2.17
C -0.34 -0.65 0.92
N -0.10 0.31 0.00
C -0.43 1.58 0.30
C -1.02 1.94 1.50
H -1.84 0.63 4.44
H -1.96 2.26 3.90
H -0.96 -1.16 2.90
H -0.11 -1.68 0.67
H -0.22 2.36 -0.43
H -1.28 2.98 1.67
```

The gap between HOMO and LUMO (alpha / beta) is 4.919 / 6.556 eV. The lowest unoccupied orbital energy (alpha / beta) comes out at -7.701 / -11.785 eV. The value obtained for the electronic energy is -974.51507 Eh. The energy above the lowest of the compared OMol25 structures with the same formula, charge and spin comes out at 0.000 eV. The multiplicity is 5. Its net charge is +2. The strongest force on any atom comes out at 5.9 eV/Å.

***

5.
An isolated ion of composition C10H7N10O2 and charge -1 at a distorted geometry, computed with ωB97M-V/def2-TZVPD.

Geometry as XYZ:
```
29
C10H7N10O2, DFT ωB97M-V/def2-TZVPD
O -0.26 2.13 -2.76
N 0.18 2.69 -1.74
C 0.78 1.96 -0.63
C 1.13 0.53 -0.78
N 1.97 0.17 0.37
N 2.44 -1.11 0.54
N 3.36 -1.04 1.47
N 3.55 0.23 1.89
C 2.67 1.00 1.18
C 2.36 2.38 1.14
C 1.44 2.83 0.22
O 0.16 3.97 -1.63
H 1.74 0.42 -1.69
H 2.94 3.02 1.78
H 1.22 3.88 0.06
N -3.65 -3.09 -0.08
C -2.76 -2.20 0.40
N -2.89 -1.74 1.66
C -1.99 -0.81 2.09
N -0.97 -0.27 1.35
C -0.85 -0.76 0.13
C -1.68 -1.74 -0.42
N -1.23 -2.10 -1.67
C -0.16 -1.33 -1.90
N 0.09 -0.46 -0.86
H -3.55 -3.46 -1.01
H -4.41 -3.36 0.51
H -2.13 -0.48 3.14
H 0.49 -1.26 -2.78
```

The gap between HOMO and LUMO is 7.254 eV. The lowest unoccupied orbital energy comes out at 3.167 eV. The value obtained for the electronic energy is -1083.29708 Eh. The energy above the lowest of the compared OMol25 structures with the same formula, charge and spin comes out at 0.000 eV. Its net charge is -1. The strongest force on any atom comes out at 2.8 eV/Å.

***

6.
C10H8Cl3N6O2Se3TaTe as an isolated structure, computed with ωB97M-V/def2-TZVPD.

Geometry as XYZ:
```
34
C10H8Cl3N6O2Se3TaTe, DFT ωB97M-V/def2-TZVPD
Ta 1.17 -0.76 1.21
N -2.10 -1.71 1.84
C -2.01 -0.94 0.74
N -3.09 -0.36 0.28
C -2.96 0.35 -0.84
N -4.00 1.01 -1.31
N -1.81 0.41 -1.58
C -0.78 -0.15 -1.03
N -0.76 -0.77 0.18
C 0.52 -0.17 -1.74
C 0.63 0.20 -3.06
C 1.85 0.03 -3.69
C 2.91 -0.51 -2.98
C 2.73 -0.81 -1.64
N 1.56 -0.64 -1.01
H -3.02 -1.84 2.22
H -1.41 -2.41 2.01
H -4.88 0.98 -0.81
H -3.93 1.52 -2.17
H -0.24 0.60 -3.57
H 1.98 0.31 -4.73
H 3.87 -0.68 -3.44
H 3.55 -1.20 -1.05
Se 3.55 0.00 1.50
Se 4.26 -1.73 2.92
Te 1.91 -2.41 3.42
Se 1.25 -3.27 1.14
Cl -1.82 2.25 3.57
C -0.36 2.65 2.69
Cl 0.95 3.13 3.80
Cl -0.65 3.88 1.49
C 0.20 1.40 2.04
O 0.77 1.38 0.92
O 0.14 0.27 2.67
```

The gap between HOMO and LUMO is 6.983 eV. The lowest unoccupied orbital energy comes out at -8.045 eV. The value obtained for the electronic energy is -9774.50019 Eh. The energy above the lowest of the compared OMol25 structures with the same formula, charge and spin comes out at 0.000 eV. Its net charge is +2. The strongest force on any atom comes out at 0.5 eV/Å.

***

7.
C10H8ClF7N2 in the gas phase, computed with ωB97M-V/def2-TZVPD.

Geometry as XYZ:
```
28
C10H8ClF7N2, DFT ωB97M-V/def2-TZVPD
N -2.80 -2.37 0.10
C -2.39 -1.45 -0.43
C -1.86 -0.26 -1.10
C -0.41 0.12 -0.65
C -0.23 1.54 -0.99
N -0.17 2.66 -1.23
C -0.20 -0.08 0.86
C -1.18 0.71 1.72
C -0.98 0.41 3.20
Cl -1.71 -1.15 3.65
C 0.55 -0.73 -1.52
F 0.17 -2.02 -1.39
F 0.39 -0.39 -2.82
C 2.09 -0.75 -1.25
F 2.63 -1.54 -2.18
F 2.31 -1.30 -0.04
C 2.85 0.60 -1.30
F 2.54 1.29 -2.40
F 4.16 0.37 -1.29
F 2.54 1.35 -0.22
H -1.89 -0.42 -2.18
H -2.53 0.58 -0.89
H 0.81 0.24 1.11
H -0.28 -1.15 1.09
H -2.22 0.48 1.46
H -1.03 1.78 1.56
H -1.44 1.17 3.82
H 0.07 0.34 3.45
```

The gap between HOMO and LUMO is 11.588 eV. The lowest unoccupied orbital energy comes out at 0.552 eV. The value obtained for the electronic energy is -1654.63369 Eh. As for the structure (SMILES): N#CC[C@@](C#N)(CCCCl)C(F)(F)C(F)(F)C(F)(F)F. The strongest force on any atom comes out at 0.3 eV/Å.

***

8.
C10H8CoNO5S2 as an isolated structure, computed with ωB97M-V/def2-TZVPD.

Geometry as XYZ:
```
27
C10H8CoNO5S2, DFT ωB97M-V/def2-TZVPD
Co -0.85 -0.93 1.35
O 3.22 -0.43 1.37
C 2.02 -0.34 1.11
O 1.06 -0.70 1.88
C 1.61 0.32 -0.21
C 0.57 1.42 0.07
C 0.47 2.39 -1.09
C -0.26 1.53 -2.16
C -0.47 0.22 -1.40
O -0.68 0.69 -0.04
C 0.84 -0.56 -1.25
C 0.53 -2.01 -0.86
O 1.12 -2.91 -1.45
O -0.41 -2.19 0.01
H 2.51 0.74 -0.65
H 0.63 1.86 1.06
H 1.45 2.74 -1.41
H -0.13 3.26 -0.82
H 0.34 1.37 -3.06
H -1.21 1.97 -2.45
H -1.33 -0.37 -1.70
H 1.39 -0.60 -2.19
S -1.67 1.04 3.87
C -1.31 0.17 2.68
S -4.37 -3.64 2.76
C -3.02 -2.81 2.40
N -2.05 -2.21 2.16
```

The gap between HOMO and LUMO (alpha / beta) is 7.224 / 7.242 eV. The lowest unoccupied orbital energy (alpha / beta) comes out at 1.963 / 2.004 eV. The value obtained for the electronic energy is -2996.06398 Eh. The energy above the lowest of the compared OMol25 structures with the same formula, charge and spin comes out at 0.507 eV. The multiplicity is 2. Its net charge is -1. The strongest force on any atom comes out at 0.4 eV/Å.

***

- Which value of electronic energy does entry 2 give?
  -3719.13116 Eh